(1)
Here is one molecule with the formula C3H4N2O from OMol25. Energies are from wB97M-V/def2-TZVPD.

```
10
Properties=species:S:1:pos:R:3:forces:R:3
N 1.722408 0.405491 -0.719915 -0.02 -0.02 0.14
C 0.544590 0.632986 -0.097364 -0.10 0.29 0.39
N 0.005116 1.267391 0.841902 0.36 -0.17 -0.32
C -0.880086 0.385593 -0.050660 -0.22 -0.16 -0.16
C -1.303077 -0.936045 0.496448 0.24 -0.20 0.14
O -0.532248 -1.676073 1.065930 -0.37 0.25 -0.18
H 2.527397 0.756466 -0.217066 -0.05 -0.05 -0.04
H 1.848871 -0.531726 -1.077146 -0.10 0.17 -0.06
H -1.593277 0.916914 -0.683874 0.17 -0.15 0.03
H -2.358643 -1.230758 0.325889 0.09 0.04 0.06
```
Forces are in eV/Å.

Output
DFT total energy ... -8201.5494 eV
Charge ... 0
Frontier orbital gap ... 10.37 eV
Energy relative to the best compared isomer or geometry (same formula, charge and spin) ... 53.9 kcal/mol
E_LUMO ... 0.6 eV
Maximum force ... 0.516 eV/Å
HOMO ... -0.357 Eh
Multiplicity ... 1

=====

(2)
Here is one molecule with the formula C4H5NO at a distorted geometry from OMol25. Energies are from wB97M-V/def2-TZVPD.

```
11
Properties=species:S:1:pos:R:3:forces:R:3
C 0.448473 -0.471764 1.103608 0.05 -0.03 0.07
C -0.455322 0.033202 -0.028331 0.03 -0.18 0.09
C -0.646210 -0.996971 -1.064769 -0.14 -0.69 -0.75
N -0.786577 -1.804122 -1.882615 0.14 0.86 0.87
C 0.142704 1.277068 -0.709466 0.38 0.01 -0.15
O 1.328500 1.442109 -0.821195 -0.64 0.01 0.12
H 0.068326 -1.408990 1.517586 0.03 0.14 -0.10
H 1.463680 -0.629187 0.734883 -0.15 0.01 0.03
H 0.481980 0.274279 1.902624 0.01 -0.09 -0.12
H -1.452780 0.279473 0.356770 0.15 0.04 -0.09
H -0.592775 2.004903 -1.109095 0.15 -0.08 0.01
```
Forces are in eV/Å.

Output
DFT total energy ... -7765.7505 eV
Charge ... 0
Frontier orbital gap ... 11.04 eV
Energy relative to the best compared isomer or geometry (same formula, charge and spin) ... 17.9 kcal/mol
E_LUMO ... 0.4 eV
Maximum force ... 1.232 eV/Å
HOMO ... -0.391 Eh
Multiplicity ... 1

=====

(3)
Here is one molecule with the formula C3H9IN2 at a distorted geometry from OMol25. Energies are from wB97M-V/def2-TZVPD.

```
15
Properties=species:S:1:pos:R:3:forces:R:3
C 0.561100 0.840258 -1.267646 0.01 0.03 0.26
C 0.537431 0.293677 0.163718 0.44 -0.25 -0.20
C 0.775729 -1.215224 0.198887 -0.01 0.16 0.12
N -0.704928 0.731725 0.797127 -1.10 -0.01 0.32
N -1.794258 -0.217463 0.497455 0.56 0.23 0.43
I -0.531052 0.750893 2.903613 0.04 -0.12 -0.41
H -0.290724 0.490044 -1.849998 -0.03 -0.05 -0.06
H 0.545482 1.928368 -1.250367 -0.04 0.01 -0.06
H 1.471879 0.505852 -1.762218 0.02 -0.01 -0.07
H 1.341541 0.792475 0.714682 -0.15 -0.06 -0.05
H 0.184119 -1.731354 -0.554264 -0.03 -0.07 -0.05
H 0.504451 -1.612730 1.174570 0.02 -0.08 0.06
H 1.825691 -1.429113 0.016848 0.09 -0.03 -0.07
H -1.769111 -0.402157 -0.501022 -0.01 0.19 0.00
H -2.657351 0.274748 0.718616 0.18 0.04 -0.24
```
Forces are in eV/Å.

Output
DFT total energy ... -14336.1364 eV
Charge ... 0
Frontier orbital gap ... 8.27 eV
Energy relative to the best compared isomer or geometry (same formula, charge and spin) ... 24.0 kcal/mol
E_LUMO ... 0.0 eV
Maximum force ... 1.149 eV/Å
HOMO ... -0.304 Eh
Multiplicity ... 1

=====

(4)
Here is C2H2Br3NO3 as an isolated structure at a distorted geometry from OMol25. Energies are from wB97M-V/def2-TZVPD.

```
11
Properties=species:S:1:pos:R:3:forces:R:3
C -0.379178 0.392307 0.491608 0.32 -2.65 -2.62
C 1.136305 0.338302 0.142654 -1.13 1.13 -1.05
N -0.949155 -1.276839 -0.005052 3.52 1.64 5.05
O -0.640443 -2.196372 0.730547 -0.69 -0.22 -0.61
O -1.570445 -1.242200 -0.961827 -2.67 -0.63 -3.84
O -1.157559 1.106280 -0.292114 -0.67 1.42 0.54
Br 1.920070 -0.905169 1.316590 0.95 0.49 0.01
Br 1.364609 -0.113544 -1.840568 -0.16 -0.26 1.27
Br 1.760094 2.267625 0.081465 0.01 -1.02 0.84
H -0.685212 0.398621 1.507336 0.22 0.20 0.95
H -0.799085 1.230986 -1.170639 0.29 -0.10 -0.53
```
Forces are in eV/Å.

Output
DFT total energy ... -219861.9450 eV
Charge ... 0
Frontier orbital gap ... 9.09 eV
Energy relative to the best compared isomer or geometry (same formula, charge and spin) ... 10.8 kcal/mol
E_LUMO ... -0.8 eV
Maximum force ... 6.374 eV/Å
HOMO ... -0.364 Eh
Multiplicity ... 1